1.
Entry from the Open Molecules 2025 dataset: a cluster of 8 separate species, C22H44BCl14NO5 in total at a distorted geometry (ωB97M-V/def2-TZVPD).

Each line ends with the Mulliken charge.
Geometry (Å):
1 C -1.768 -0.700 1.807  -0.750
2 B -1.164 -1.959 0.922  0.318
3 O 0.036 -1.701 0.050  -0.404
4 N -1.701 -3.380 0.944  -0.094
5 C -2.572 -3.698 -0.251  0.450
6 O -3.893 -3.445 -0.300  -0.559
7 O -1.959 -4.376 -1.441  -0.327
8 C -1.921 -3.353 -2.515  0.080
9 C -1.046 -3.788 -3.834  -0.756
10 C 0.577 -3.736 -3.624  -0.452
11 C 1.246 -2.235 -3.915  -0.244
12 O 0.406 -1.367 -4.749  -0.369
13 C -0.125 -0.209 -4.025  0.559
14 C -0.535 1.115 -4.959  -0.598
15 O -0.367 -0.107 -2.718  -0.488
16 H -1.511 -0.822 2.943  0.220
17 H -1.212 0.280 1.435  0.211
18 H -2.923 -0.500 1.607  0.192
19 H 0.146 -0.705 0.011  0.208
20 H -2.166 -3.610 1.858  0.286
21 H -2.994 -3.003 -2.869  0.233
22 H -1.393 -2.410 -2.049  -0.023
23 H -1.316 -4.931 -4.043  0.348
24 H -1.453 -3.194 -4.756  0.313
25 H 0.946 -4.118 -2.575  0.223
26 H 1.042 -4.484 -4.424  0.346
27 H 1.642 -1.752 -2.924  0.199
28 H 2.220 -2.471 -4.565  0.277
29 H 0.301 1.414 -5.722  0.270
30 H -1.600 0.941 -5.469  0.262
31 H -0.677 2.022 -4.212  0.065
32 Cl -3.753 1.900 6.142  -0.204
33 C -4.723 1.158 4.847  -0.168
34 C -4.960 -0.325 5.082  -0.531
35 Cl -3.464 -1.279 4.922  -0.163
36 H -4.214 1.339 3.895  0.296
37 H -5.681 1.688 4.825  0.080
38 H -5.662 -0.713 4.339  0.290
39 H -5.377 -0.514 6.077  0.379
40 Cl 0.785 -3.756 5.027  -0.199
41 C 1.041 -4.067 3.293  0.369
42 C 1.949 -5.263 3.051  -0.569
43 Cl 3.629 -4.944 3.552  -0.238
44 H 1.445 -3.157 2.839  -0.191
45 H 0.056 -4.256 2.856  0.011
46 H 1.977 -5.499 1.984  0.304
47 H 1.599 -6.150 3.588  0.429
48 Cl 4.411 -0.507 -0.949  -0.169
49 C 5.126 -1.169 0.542  -0.564
50 C 4.095 -1.875 1.410  -0.279
51 Cl 2.920 -0.738 2.117  -0.192
52 H 5.612 -0.349 1.080  0.342
53 H 5.900 -1.879 0.234  0.338
54 H 4.593 -2.376 2.245  0.265
55 H 3.539 -2.628 0.843  0.261
56 Cl 7.956 -4.935 3.094  -0.189
57 C 7.043 -6.372 3.614  0.075
58 C 7.230 -7.546 2.666  -0.451
59 Cl 6.467 -7.261 1.082  -0.180
60 H 5.988 -6.091 3.704  -0.084
61 H 7.410 -6.637 4.610  0.292
62 H 6.761 -8.441 3.086  0.283
63 H 8.289 -7.763 2.498  0.330
64 Cl -1.848 4.740 -2.807  -0.209
65 C -0.307 5.456 -2.274  -0.478
66 C 0.633 5.731 -3.437  0.024
67 Cl 1.239 4.230 -4.182  -0.187
68 H 0.146 4.781 -1.541  0.339
69 H -0.553 6.393 -1.766  0.333
70 H 1.507 6.285 -3.086  0.305
71 H 0.145 6.323 -4.218  -0.139
72 Cl -0.278 8.375 -5.020  -0.199
73 C 0.187 9.985 -4.417  -0.454
74 C 1.612 10.353 -4.800  -0.410
75 Cl 2.816 9.353 -3.951  -0.175
76 H 0.046 9.995 -3.332  0.303
77 H -0.513 10.702 -4.858  0.336
78 H 1.814 11.392 -4.526  0.299
79 H 1.780 10.245 -5.876  0.308
80 Cl -7.244 2.649 3.096  -0.176
81 C -7.074 4.421 3.101  -0.414
82 C -5.634 4.860 3.315  -0.499
83 Cl -5.057 4.497 4.961  -0.148
84 H -7.737 4.824 3.873  0.302
85 H -7.429 4.776 2.129  0.318
86 H -5.552 5.943 3.183  0.354
87 H -4.956 4.378 2.604  0.296

Properties
multiplicity = 1
energy relative to the best compared isomer or geometry (same formula, charge and spin) = 137.4 kcal per mole
E = -211243.8547 eV
highest occupied orbital energy = -9.87 eV
net charge = 0
LUMO = 0.012 Ha
gap between HOMO and LUMO = 10.196 eV

***

2.
Entry from the Open Molecules 2025 dataset: a structure of composition C98H90B2N18O16Zn at a distorted geometry (ωB97M-V/def2-TZVPD).

Each line ends with the Mulliken charge.
Geometry (Å):
1 Zn -1.498 1.924 5.148  2.065
2 O -0.431 -1.993 -2.844  -0.630
3 C -0.122 -1.136 -2.038  0.363
4 O -0.906 -0.814 -1.019  -0.340
5 B -0.348 0.265 -0.233  -1.318
6 O 1.036 0.431 -0.801  0.174
7 C 1.149 -0.372 -1.847  -0.138
8 O 2.186 -0.469 -2.475  -0.027
9 O -0.311 0.102 1.250  0.838
10 C -0.994 1.079 1.814  -0.299
11 O -1.225 1.262 3.008  0.936
12 C -1.467 1.985 0.717  -0.220
13 O -1.151 1.489 -0.439  0.657
14 O -1.995 3.091 0.936  -0.690
15 O -0.200 4.530 8.321  -0.479
16 C -0.826 3.763 8.975  0.334
17 O -1.046 3.724 10.320  -0.516
18 B -1.450 2.450 10.730  0.916
19 O -1.820 1.747 9.340  -0.563
20 C -1.471 2.483 8.406  0.592
21 O -1.545 2.242 7.195  -0.021
22 O -2.515 2.350 11.790  -0.499
23 C -2.240 1.492 12.723  0.677
24 O -2.991 1.155 13.617  -0.599
25 C -0.778 1.081 12.512  0.522
26 O -0.324 1.724 11.389  -0.490
27 O -0.186 0.289 13.145  -0.522
28 N -1.791 -0.261 5.483  0.591
29 C -2.503 -0.967 4.622  -0.293
30 C -2.787 -2.288 4.877  -0.383
31 C -2.323 -2.886 6.038  -0.780
32 C -1.649 -2.123 6.940  -1.076
33 C -1.374 -0.816 6.597  -0.568
34 H -2.846 -0.405 3.754  0.036
35 H -3.296 -2.767 4.074  0.556
36 H -2.652 -3.927 6.171  0.416
37 H -1.244 -2.500 7.824  0.584
38 H -0.743 -0.282 7.297  0.433
39 N 2.140 -8.037 -5.287  -0.519
40 C 3.395 -8.432 -5.516  -0.453
41 C 4.459 -7.520 -5.646  -0.565
42 C 4.209 -6.159 -5.522  -0.255
43 C 2.869 -5.723 -5.363  0.134
44 C 1.921 -6.726 -5.264  -0.766
45 H 3.577 -9.464 -5.727  0.384
46 H 5.422 -7.812 -5.969  0.448
47 H 5.041 -5.463 -5.739  0.407
48 H 2.457 -4.741 -5.424  0.402
49 H 0.882 -6.508 -5.114  0.827
50 N 3.912 -3.915 -0.726  0.117
51 C 5.144 -4.232 -0.396  -0.489
52 C 6.186 -4.302 -1.305  -0.829
53 C 5.873 -4.072 -2.632  -0.842
54 C 4.570 -3.678 -2.982  -0.072
55 C 3.661 -3.515 -1.970  0.126
56 H 5.345 -4.444 0.639  0.333
57 H 7.108 -4.538 -0.843  0.533
58 H 6.599 -4.131 -3.416  0.492
59 H 4.206 -3.372 -4.001  0.266
60 H 2.676 -3.120 -2.260  0.332
61 N 5.804 1.749 -5.156  -0.584
62 C 5.064 1.279 -4.139  -0.830
63 C 5.281 0.111 -3.409  0.862
64 C 6.440 -0.612 -3.708  -0.241
65 C 7.286 -0.103 -4.689  -0.700
66 C 6.939 1.061 -5.367  -0.392
67 H 4.190 1.871 -3.962  0.863
68 H 4.541 -0.173 -2.652  -0.126
69 H 6.697 -1.539 -3.178  0.502
70 H 8.204 -0.613 -4.958  0.399
71 H 7.586 1.431 -6.206  0.315
72 N -1.491 -6.525 -1.124  -0.482
73 C -0.338 -6.004 -1.544  -0.435
74 C 0.654 -6.752 -2.167  -0.387
75 C 0.432 -8.088 -2.459  -0.316
76 C -0.734 -8.650 -2.043  -0.395
77 C -1.673 -7.847 -1.348  -0.565
78 H -0.254 -4.951 -1.432  1.023
79 H 1.627 -6.269 -2.458  0.408
80 H 1.128 -8.719 -2.991  0.404
81 H -0.933 -9.714 -2.233  0.377
82 H -2.601 -8.236 -0.927  0.377
83 N -3.328 0.581 -3.756  0.209
84 C -2.785 -0.154 -4.710  -0.284
85 C -3.295 -1.366 -5.147  0.025
86 C -4.536 -1.739 -4.710  -0.680
87 C -5.226 -0.928 -3.848  -0.445
88 C -4.535 0.198 -3.376  -0.077
89 H -1.823 0.246 -5.135  -0.016
90 H -2.706 -1.904 -5.891  0.357
91 H -5.045 -2.667 -5.023  0.364
92 H -6.232 -1.225 -3.526  0.459
93 H -5.095 0.781 -2.659  0.177
94 N 4.488 -1.392 2.269  -0.493
95 C 3.912 -0.972 1.191  0.597
96 C 4.613 -0.399 0.074  1.275
97 C 5.981 -0.311 0.192  -0.326
98 C 6.605 -0.677 1.436  -0.755
99 C 5.820 -1.294 2.390  -0.780
100 H 2.824 -1.164 1.153  0.332
101 H 4.003 -0.202 -0.768  -1.016
102 H 6.630 -0.029 -0.610  0.519
103 H 7.698 -0.614 1.565  0.434
104 H 6.268 -1.565 3.406  0.291
105 N -0.970 7.469 0.163  -0.526
106 C -2.067 8.099 -0.396  -0.370
107 C -2.820 7.588 -1.450  -0.557
108 C -2.488 6.336 -1.963  -0.269
109 C -1.402 5.708 -1.450  -0.131
110 C -0.671 6.313 -0.444  -0.065
111 H -2.315 9.104 -0.007  0.363
112 H -3.612 8.254 -1.856  0.377
113 H -3.104 5.832 -2.725  0.446
114 H -1.195 4.696 -1.768  0.140
115 H 0.093 5.730 0.036  0.631
116 N -1.133 3.976 4.394  0.633
117 C -0.380 4.320 3.354  -0.477
118 C -0.239 5.594 2.971  -0.781
119 C -0.951 6.587 3.701  -0.786
120 C -1.721 6.205 4.774  -1.144
121 C -1.803 4.897 5.097  -0.335
122 H 0.133 3.520 2.833  0.673
123 H 0.475 5.775 2.177  0.713
124 H -0.980 7.601 3.366  0.497
125 H -2.296 6.894 5.334  0.583
126 H -2.517 4.526 5.839  0.327
127 N -6.222 2.443 -0.593  -0.260
128 C -7.344 3.186 -0.517  -0.748
129 C -7.394 4.514 -0.250  -0.515
130 C -6.155 5.217 0.019  -0.510
131 C -4.992 4.461 -0.035  -0.964
132 C -5.126 3.098 -0.381  0.173
133 H -8.252 2.666 -0.680  0.456
134 H -8.312 5.077 -0.264  0.452
135 H -6.097 6.308 0.069  0.439
136 H -4.024 4.870 0.131  0.905
137 H -4.246 2.474 -0.502  0.541
138 N -3.955 0.246 0.534  0.637
139 C -3.843 -0.801 -0.249  -0.442
140 C -4.280 -2.124 0.056  -1.733
141 C -4.953 -2.291 1.248  -0.737
142 C -5.063 -1.182 2.139  -0.716
143 C -4.629 0.048 1.711  -0.105
144 H -3.355 -0.579 -1.182  1.090
145 H -4.117 -2.868 -0.709  0.750
146 H -5.430 -3.275 1.476  0.350
147 H -5.660 -1.283 3.038  0.597
148 H -4.741 0.887 2.299  0.412
149 N -2.108 -3.513 -7.919  -0.621
150 C -2.158 -4.436 -6.899  -0.574
151 C -1.276 -4.521 -5.847  -0.892
152 C -0.216 -3.552 -5.793  1.163
153 C -0.068 -2.716 -6.849  -0.291
154 C -1.040 -2.779 -7.875  -0.522
155 H -2.967 -5.155 -6.884  0.368
156 H -1.399 -5.338 -5.118  0.331
157 H 0.483 -3.447 -4.945  0.511
158 H 0.670 -1.916 -6.884  0.206
159 H -0.975 -2.082 -8.712  0.378
160 N 1.390 2.789 1.099  0.919
161 C 2.481 2.298 1.643  -0.552
162 C 3.740 2.577 1.166  -0.836
163 C 3.841 3.195 -0.065  -0.946
164 C 2.659 3.494 -0.785  -1.172
165 C 1.483 3.279 -0.118  -1.213
166 H 2.363 1.695 2.548  0.519
167 H 4.588 2.207 1.749  0.510
168 H 4.792 3.502 -0.483  0.479
169 H 2.623 3.897 -1.796  0.631
170 H 0.523 3.465 -0.535  1.467
171 N 1.760 3.345 -4.053  -0.304
172 C 1.308 4.039 -5.062  -0.996
173 C -0.036 3.965 -5.581  -0.568
174 C -0.896 3.136 -4.916  -0.668
175 C -0.497 2.475 -3.719  0.337
176 C 0.844 2.563 -3.416  1.099
177 H 1.957 4.676 -5.565  0.591
178 H -0.351 4.456 -6.515  0.443
179 H -1.898 2.988 -5.333  0.378
180 H -1.304 1.942 -3.194  -0.073
181 H 1.263 2.063 -2.501  -0.209
182 N 3.489 -1.689 -6.245  -0.528
183 C 2.655 -1.338 -5.279  1.882
184 C 1.711 -0.330 -5.372  0.506
185 C 1.743 0.531 -6.432  0.177
186 C 2.710 0.302 -7.456  -0.954
187 C 3.485 -0.863 -7.333  -0.729
188 H 2.715 -1.939 -4.334  -0.745
189 H 0.926 -0.289 -4.593  -0.953
190 H 1.118 1.414 -6.527  0.293
191 H 2.823 0.979 -8.281  0.454
192 H 4.205 -1.074 -8.104  0.454
193 N 0.426 -2.483 3.346  0.156
194 C -0.460 -2.687 2.362  -0.551
195 C -0.370 -3.587 1.324  -1.453
196 C 0.847 -4.305 1.347  0.119
197 C 1.806 -4.144 2.348  -0.915
198 C 1.529 -3.191 3.355  -0.505
199 H -1.306 -2.078 2.509  0.815
200 H -1.060 -3.592 0.540  1.001
201 H 1.122 -4.951 0.528  0.135
202 H 2.730 -4.675 2.414  0.430
203 H 2.235 -2.956 4.105  0.496
204 N 0.739 1.714 5.256  0.715
205 C 1.360 0.626 4.795  -0.310
206 C 2.727 0.482 4.749  -0.741
207 C 3.526 1.496 5.232  -0.223
208 C 2.896 2.669 5.748  -1.418
209 C 1.520 2.673 5.757  -0.271
210 H 0.694 -0.121 4.346  0.196
211 H 3.063 -0.456 4.308  0.300
212 H 4.631 1.440 5.180  0.408
213 H 3.388 3.520 6.234  0.501
214 H 0.957 3.526 6.158  0.383
215 N -3.509 2.347 4.727  1.498
216 C -3.858 3.057 3.641  -0.146
217 C -5.203 3.229 3.340  -0.932
218 C -6.183 2.704 4.201  -0.387
219 C -5.794 1.927 5.286  -1.357
220 C -4.426 1.834 5.518  -0.446
221 H -3.037 3.415 3.089  0.206
222 H -5.368 3.894 2.524  0.539
223 H -7.227 2.910 3.990  0.478
224 H -6.443 1.481 5.985  0.618
225 H -4.017 1.209 6.306  0.399

Properties
multiplicity = 1
E = -212448.0843 eV
highest occupied orbital energy = -9.31 eV
net charge = 0
LUMO = -0.011 Ha
gap between HOMO and LUMO = 9.005 eV

***

3.
Entry from the Open Molecules 2025 dataset: a cluster of 7 separate species, H14O7 in total at a distorted geometry (ωB97M-V/def2-TZVPD).

Each line ends with the Mulliken charge.
Geometry (Å):
1 O 1.141 1.803 1.677  -0.599
2 H 1.333 2.727 1.365  0.306
3 H 0.241 1.705 1.378  0.304
4 O -0.216 2.661 -1.345  -0.594
5 H -0.085 2.231 -2.197  0.304
6 H -0.841 3.319 -1.582  0.295
7 O -1.567 0.914 0.795  -0.617
8 H -2.178 0.254 0.557  0.250
9 H -1.849 1.670 0.299  0.300
10 O 0.403 -2.192 0.831  -0.682
11 H 1.343 -2.307 0.681  0.311
12 H 0.230 -1.842 1.675  0.331
13 O 2.763 0.208 -1.120  -0.579
14 H 3.452 -0.236 -1.606  0.281
15 H 2.022 -0.084 -1.667  0.314
16 O 0.132 -0.660 -1.190  -0.661
17 H -0.395 0.082 -0.970  0.293
18 H 0.119 -1.283 -0.434  0.431
19 O -2.234 -3.214 1.136  -0.637
20 H -1.341 -3.460 0.824  0.355
21 H -2.467 -2.303 0.903  0.295

Properties
multiplicity = 1
energy relative to the best compared isomer or geometry (same formula, charge and spin) = 47.3 kcal per mole
E = -14559.4094 eV
highest occupied orbital energy = -10.56 eV
net charge = 0
LUMO = 0.002 Ha
gap between HOMO and LUMO = 10.625 eV